135
Properties=species:S:1:pos:R:3:lowdin_charge:R:1 method="wB97M-V/def2-TZVPD" lumo_energy_ev=-4.4 gap_ev=7.466 charge=+1
C 2.088 -1.940 3.816 -0.114
O 2.520 -1.955 2.381 -0.265
C 1.433 -1.261 1.639 -0.227
C 0.541 -2.309 0.764 -0.160
C 1.039 -2.616 -0.752 -0.190
C 2.376 -1.841 -1.269 -0.203
C 2.129 -0.433 -2.068 -0.195
C 0.954 0.531 -1.478 -0.226
C 1.477 1.833 -0.616 -0.192
C 0.212 2.717 0.009 -0.191
C -0.653 1.878 1.154 -0.201
C -2.222 2.324 0.982 -0.220
C -3.294 1.480 1.887 -0.196
C -3.160 -0.151 1.805 -0.143
C -3.937 -0.854 0.546 -0.231
C -5.371 -0.266 0.014 -0.079
N -5.577 -1.181 -1.207 0.070
C -4.443 -1.748 -1.744 0.128
C -3.151 -1.163 -0.857 -0.132
C -2.711 0.122 -1.830 -0.078
O -2.445 -0.339 -3.230 -0.216
O -1.574 -1.311 -3.223 -0.106
H 2.815 -2.651 4.396 0.084
H 2.104 -0.819 4.202 0.105
H 1.011 -2.425 3.896 0.111
H 0.732 -0.785 2.479 0.109
H 1.896 -0.364 1.048 0.109
H -0.593 -1.946 0.847 0.081
H 0.562 -3.347 1.352 0.131
H 0.152 -2.289 -1.481 0.095
H 1.125 -3.783 -0.874 0.104
H 3.218 -1.685 -0.442 0.123
H 2.890 -2.571 -2.064 0.123
H 1.949 -0.640 -3.229 0.116
H 3.151 0.170 -2.024 0.130
H 0.381 0.983 -2.423 0.113
H 0.133 0.007 -0.832 0.074
H 1.989 2.563 -1.409 0.091
H 2.309 1.590 0.173 0.117
H 0.619 3.706 0.536 0.125
H -0.518 3.055 -0.869 0.111
H -0.224 2.261 2.199 0.133
H -0.459 0.724 1.136 0.066
H -2.285 3.454 1.363 0.132
H -2.620 2.340 -0.119 0.088
H -4.385 1.835 1.561 0.111
H -3.181 1.778 3.030 0.128
H -3.687 -0.572 2.791 0.135
H -2.068 -0.568 1.831 0.096
H -4.194 -1.940 0.965 0.161
H -6.185 -0.699 0.765 0.159
H -5.501 0.889 -0.128 0.145
H -6.481 -1.426 -1.681 0.129
H -4.323 -2.473 -2.686 0.199
H -2.268 -1.941 -0.668 0.153
H -1.834 0.754 -1.387 0.107
H -3.644 0.851 -1.904 0.153
H -0.642 -0.967 -3.379 0.115
C 1.730 4.856 -4.644 0.026
N 2.389 3.927 -3.686 -0.414
O 2.996 4.432 -2.735 0.055
O 2.278 2.717 -3.917 0.026
H 1.909 5.883 -4.319 0.095
H 2.169 4.681 -5.628 0.109
H 0.662 4.630 -4.639 0.082
C 3.173 -5.971 3.458 0.023
N 3.963 -5.720 4.693 -0.415
O 4.886 -6.503 4.944 0.071
O 3.633 -4.743 5.377 0.029
H 3.571 -6.857 2.958 0.088
H 2.135 -6.131 3.757 0.099
H 3.271 -5.091 2.819 0.098
C -9.628 -3.472 -0.762 0.051
N -9.068 -2.285 -1.462 -0.406
O -9.467 -1.172 -1.099 0.077
O -8.242 -2.503 -2.356 0.007
H -10.338 -3.132 -0.004 0.108
H -10.129 -4.089 -1.510 0.058
H -8.796 -4.005 -0.299 0.108
C -2.056 7.974 -5.091 0.036
N -0.876 7.070 -5.137 -0.386
O -0.263 6.993 -6.208 0.070
O -0.597 6.463 -4.096 0.011
H -2.183 8.440 -6.070 0.105
H -2.927 7.367 -4.837 0.105
H -1.863 8.730 -4.327 0.068
C -9.155 -5.510 -4.902 0.047
N -10.254 -4.841 -4.156 -0.399
O -10.427 -5.179 -2.979 0.013
O -10.913 -3.995 -4.773 0.080
H -8.662 -6.225 -4.240 0.098
H -9.600 -6.020 -5.758 0.107
H -8.454 -4.735 -5.221 0.103
C 2.492 -8.406 -0.230 0.046
N 1.571 -7.350 0.270 -0.411
O 1.363 -7.310 1.488 0.038
O 1.084 -6.589 -0.575 0.043
H 2.843 -8.998 0.618 0.100
H 1.930 -9.029 -0.929 0.105
H 3.327 -7.908 -0.725 0.106
C 5.023 -0.271 5.065 0.039
N 5.854 0.936 5.324 -0.398
O 7.007 0.753 5.731 0.041
O 5.325 2.033 5.111 0.059
H 5.613 -1.161 5.294 0.105
H 4.146 -0.212 5.713 0.100
H 4.740 -0.256 4.011 0.099
C -1.874 7.700 -0.597 0.050
N -1.738 8.354 -1.927 -0.400
O -2.776 8.550 -2.570 0.023
O -0.593 8.650 -2.287 0.063
H -2.931 7.497 -0.410 0.097
H -1.302 6.771 -0.626 0.098
H -1.476 8.389 0.151 0.107
C -1.192 -0.852 -5.940 0.019
N -1.243 -0.557 -7.398 -0.418
O -2.250 0.022 -7.823 0.060
O -0.271 -0.914 -8.074 0.062
H -2.108 -0.484 -5.473 0.081
H -1.109 -1.935 -5.826 0.109
H -0.318 -0.342 -5.531 0.103
C 7.423 4.428 6.159 0.022
N 8.254 5.635 6.418 -0.427
O 9.407 5.452 6.825 0.054
O 7.725 6.733 6.205 0.047
H 8.013 3.538 6.388 0.082
H 6.546 4.487 6.807 0.102
H 7.140 4.443 5.105 0.098
C 9.898 0.072 6.354 0.028
N 10.557 -0.857 7.311 -0.425
O 11.165 -0.352 8.263 0.056
O 10.446 -2.067 7.081 0.045
H 10.077 1.099 6.679 0.097
H 10.337 -0.103 5.370 0.105
H 8.830 -0.154 6.359 0.064



22
Properties=species:S:1:pos:R:3:lowdin_charge:R:1 method="wB97M-V/def2-TZVPD" lumo_energy_ev=0.9 gap_ev=9.720 de_lowest_kcal_mol=45.1
C -0.721 1.429 0.042 -0.204
C -1.559 1.650 1.294 -0.136
C 0.443 0.437 0.563 -0.256
N 0.049 -0.919 0.789 -0.262
C -0.462 -1.723 -0.322 -0.109
C 1.284 -1.589 1.175 -0.152
H -0.189 2.210 -0.499 0.103
H -1.326 0.888 -0.685 0.082
H -2.159 0.816 1.685 0.073
H -1.059 2.026 2.190 0.070
H -2.450 2.281 1.045 0.074
H 0.816 0.930 1.447 0.107
H 1.241 0.477 -0.219 0.104
H -0.436 -2.773 0.006 0.078
H 0.250 -1.864 -1.200 0.090
H -1.405 -1.270 -0.681 0.087
H 1.665 -1.232 2.158 0.086
H 1.127 -2.694 1.443 0.105
H 2.119 -1.407 0.459 0.089
H 1.327 0.401 -3.551 0.040
H 0.521 0.122 -2.208 -0.014
O 0.701 0.751 -2.910 -0.055



62
Properties=species:S:1:pos:R:3:lowdin_spin:R:1 method="wB97M-V/def2-TZVPD" lumo_energy_ev="-12.6 / -12.5" gap_ev="3.844 / 3.828" charge=+3 de_lowest_kcal_mol=24.2 multiplicity=2 s2=0.767
Re -2.234 -0.451 1.374 0.717
C -2.694 -0.913 4.755 0.001
C -1.365 -1.250 4.175 0.014
C -0.217 -1.740 4.738 0.026
C 0.738 -1.850 3.706 0.053
C 2.139 -2.330 3.792 0.009
N 0.171 -1.440 2.567 -0.002
N -1.124 -1.066 2.836 0.050
B 0.664 -1.305 1.107 -0.001
N -0.270 -2.155 0.190 0.002
N -1.612 -1.851 0.203 0.026
C -2.270 -2.721 -0.630 0.007
C -3.748 -2.638 -0.792 0.006
C -1.337 -3.570 -1.163 0.012
C -0.086 -3.199 -0.625 0.020
C 1.232 -3.840 -0.850 0.003
N 0.430 0.185 0.674 0.002
N -0.863 0.662 0.675 -0.016
C -0.824 2.004 0.267 0.005
C -2.067 2.817 0.215 0.010
C 0.481 2.333 0.052 -0.004
C 1.253 1.182 0.330 -0.013
C 2.727 1.051 0.308 -0.002
H -2.761 -1.262 5.783 0.000
H -2.856 0.168 4.773 0.000
H -3.510 -1.395 4.206 0.001
H -0.063 -1.999 5.773 0.001
H 2.366 -2.630 4.811 0.000
H 2.299 -3.186 3.135 0.003
H 2.837 -1.544 3.501 0.003
H 1.800 -1.623 1.002 0.000
H -4.177 -1.793 -0.237 0.003
H -4.021 -2.514 -1.840 0.001
H -4.228 -3.547 -0.430 0.000
H -1.516 -4.385 -1.845 0.000
H 1.227 -4.385 -1.791 0.000
H 2.044 -3.116 -0.855 0.000
H 1.428 -4.562 -0.053 0.001
H -2.970 2.201 0.272 0.005
H -2.091 3.532 1.040 0.000
H -2.116 3.389 -0.711 0.001
H 0.867 3.290 -0.261 0.000
H 3.159 1.857 -0.280 0.000
H 3.116 1.132 1.328 -0.001
H 3.050 0.091 -0.093 -0.001
C 1.074 0.462 -2.977 0.004
Te -1.040 0.240 -2.924 0.047
C -1.114 2.273 -3.561 0.004
C 0.278 2.815 -3.356 0.000
C 0.521 4.182 -3.473 0.000
C 1.807 4.675 -3.327 0.000
C 2.862 3.806 -3.072 0.000
C 2.625 2.446 -2.954 0.000
C 1.332 1.946 -3.088 0.000
H 1.429 -0.105 -3.840 0.001
H 1.503 0.011 -2.080 0.001
H -1.877 2.802 -2.992 0.001
H -1.425 2.262 -4.607 0.001
H -0.295 4.860 -3.693 0.000
H 1.991 5.736 -3.427 0.000
H 3.869 4.189 -2.978 0.000
H 3.453 1.767 -2.779 0.000



51
Properties=species:S:1:pos:R:3:lowdin_spin:R:1 method="wB97M-V/def2-TZVPD" lumo_energy_ev="0.5 / -0.4" gap_ev="8.553 / 7.668" multiplicity=2 s2=0.754
C -1.974 1.928 0.533 0.003
C -1.343 1.016 -0.580 0.027
C -1.764 1.694 -1.939 -0.002
C -2.007 -0.401 -0.571 0.016
C -1.017 -1.610 -0.660 0.001
N -0.659 -2.011 -2.011 0.006
Br -2.021 -3.169 0.109 0.003
C 0.208 -1.399 0.282 0.017
C 0.717 0.077 0.403 0.027
C 2.257 0.033 0.085 0.000
C 0.604 0.524 1.889 0.002
N 0.128 1.010 -0.563 0.360
O 0.624 0.850 -1.738 0.533
H -1.215 2.630 0.901 0.002
H -2.226 1.263 1.379 0.000
H -2.907 2.397 0.209 0.000
H -1.675 1.016 -2.794 0.000
H -1.150 2.593 -2.085 0.000
H -2.811 2.028 -1.852 0.000
H -2.666 -0.466 -1.455 0.001
H -2.679 -0.509 0.293 0.001
H -1.501 -2.421 -2.397 0.000
H -0.346 -1.224 -2.572 0.003
H -0.057 -1.758 1.286 0.001
H 1.014 -2.054 -0.086 0.002
H 2.819 -0.385 0.935 0.000
H 2.578 1.079 -0.051 0.000
H 2.484 -0.548 -0.814 0.000
H 1.398 0.098 2.512 0.000
H 0.643 1.621 1.958 0.001
H -0.390 0.214 2.253 0.000
N 1.616 -2.607 -4.286 0.000
C 1.730 -3.128 -5.545 0.000
C 3.059 -3.126 -5.884 0.000
C 3.774 -2.587 -4.784 0.000
C 2.856 -2.279 -3.812 0.000
H 0.755 -2.485 -3.784 0.000
H 0.860 -3.453 -6.091 0.000
H 3.472 -3.473 -6.817 0.000
H 4.839 -2.443 -4.711 0.000
H 2.977 -1.856 -2.829 0.000
N -1.192 3.430 5.277 0.000
C -0.565 2.961 6.399 0.000
C -0.670 1.594 6.400 0.000
C -1.382 1.224 5.230 0.000
C -1.688 2.378 4.556 0.000
H -1.274 4.396 5.022 0.000
H -0.103 3.638 7.098 0.000
H -0.278 0.933 7.155 0.000
H -1.640 0.225 4.918 0.000
H -2.215 2.542 3.631 0.000



12
Properties=species:S:1:pos:R:3:lowdin_charge:R:1 method="wB97M-V/def2-TZVPD" lumo_energy_ev="-1.8 / -1.5" gap_ev="7.091 / 7.458" de_lowest_kcal_mol=27.5
C 0.479 1.822 -0.352 -0.040
C -0.256 1.263 0.552 0.000
C 0.996 1.267 -1.424 -0.082
C 0.926 -0.212 -1.436 -0.057
C -0.780 0.274 1.144 0.073
C 0.418 -1.006 -0.579 -0.056
N -1.366 -0.590 2.012 -0.403
O -0.615 -1.379 2.535 0.102
O -2.530 -0.387 2.431 0.077
F -0.169 -2.096 -0.388 0.186
H 1.543 1.678 -2.153 0.055
H 1.356 -0.633 -2.341 0.144



11
Properties=species:S:1:pos:R:3:lowdin_charge:R:1 method="wB97M-V/def2-TZVPD" lumo_energy_ev="-1.1 / -0.2" gap_ev="7.905 / 7.923" de_lowest_kcal_mol=87.7
C -1.364 -1.377 1.742 -0.334
C -0.432 0.167 -0.063 -0.291
C 0.896 0.658 0.644 0.062
C -0.975 -1.129 0.468 -0.647
N -1.605 -1.664 2.844 0.170
S -0.701 -2.533 -0.502 0.854
H -1.043 1.059 0.003 0.102
H -0.148 0.208 -1.100 0.072
H 1.821 0.827 0.110 0.033
H 1.030 0.228 1.669 0.057
H -0.085 -1.811 -1.516 -0.078



75
Properties=species:S:1:pos:R:3:lowdin_charge:R:1 method="wB97M-V/def2-TZVPD" lumo_energy_ev=-6.0 gap_ev=4.139 charge=+1
F 5.531 -1.856 -0.554 0.057
C 5.180 -0.542 -0.351 -0.219
C 5.949 0.217 0.524 0.051
C 5.593 1.564 0.722 -0.036
C 4.489 2.101 0.084 -0.025
C 3.682 1.306 -0.773 -0.208
C 2.501 1.845 -1.377 0.061
C 1.938 1.338 -2.542 -0.047
C 0.921 2.000 -3.221 0.055
C 0.169 1.438 -4.292 -0.206
C 0.363 0.082 -4.675 0.085
C -0.390 -0.431 -5.720 -0.214
F -0.212 -1.750 -6.070 0.059
C -1.333 0.319 -6.414 0.053
C -1.520 1.658 -6.037 -0.037
C -0.781 2.215 -5.005 -0.010
C 4.093 -0.030 -1.044 0.078
H 6.812 -0.214 1.032 0.138
H 6.207 2.188 1.359 0.121
H 4.232 3.158 0.218 0.132
H 2.072 2.763 -0.952 0.147
H 2.349 0.416 -2.961 0.107
H 0.683 3.025 -2.913 0.141
H 1.082 -0.559 -4.157 0.130
H -1.918 -0.126 -7.216 0.138
H -2.256 2.262 -6.560 0.122
H -0.916 3.265 -4.733 0.130
H 3.543 -0.663 -1.744 0.126
C -2.768 1.004 -2.143 -0.096
C -1.982 1.799 -1.320 -0.091
C -1.607 1.352 -0.048 -0.015
C -1.973 0.074 0.370 -0.184
C -1.462 -0.541 1.678 -0.229
C -0.490 0.418 2.391 -0.183
C -0.819 1.050 3.591 -0.004
C 0.127 1.872 4.223 -0.069
C 1.379 2.078 3.654 -0.086
C 1.697 1.469 2.433 -0.071
C 0.754 0.665 1.791 -0.064
C -2.621 -0.930 2.611 -0.186
C -3.924 -0.447 2.426 -0.023
C -4.936 -0.777 3.338 -0.067
C -4.653 -1.561 4.456 -0.082
C -3.349 -2.019 4.658 -0.064
C -2.338 -1.710 3.740 -0.045
C -0.659 -1.856 1.343 -0.279
C -0.331 -2.209 -0.128 -0.124
C 0.907 -3.129 -0.019 -0.148
C 1.372 -3.041 1.443 -0.182
N 0.621 -1.905 1.983 -0.057
C -2.846 -0.690 -0.418 -0.056
C -3.227 -0.233 -1.679 -0.056
H -3.044 1.353 -3.141 0.098
H -1.638 2.771 -1.657 0.094
H -1.040 2.008 0.615 0.118
H -1.804 0.889 4.044 0.123
H -0.125 2.338 5.171 0.105
H 2.112 2.720 4.140 0.102
H 2.671 1.603 1.981 0.074
H 0.998 0.214 0.832 0.108
H -4.147 0.211 1.579 0.117
H -5.945 -0.414 3.166 0.105
H -5.436 -1.796 5.170 0.104
H -3.110 -2.613 5.533 0.105
H -1.318 -2.066 3.924 0.117
H -1.223 -2.735 1.726 0.150
H -1.180 -2.703 -0.612 0.110
H -0.110 -1.317 -0.732 0.105
H 0.650 -4.172 -0.239 0.108
H 1.691 -2.832 -0.739 0.097
H 1.088 -3.929 2.026 0.113
H 2.454 -2.914 1.548 0.107
H 0.625 -1.849 3.008 0.135
H -3.226 -1.646 -0.046 0.136
H -3.877 -0.842 -2.299 0.107



88
Properties=species:S:1:pos:R:3:lowdin_charge:R:1 method="wB97M-V/def2-TZVPD" lumo_energy_ev=0.6 gap_ev=9.102 de_lowest_kcal_mol=44.0
C 1.401 1.631 3.604 -0.056
C 0.218 1.101 2.932 -0.456
C -0.462 0.062 3.751 -0.220
O 0.350 -1.103 3.727 -0.185
C -0.151 -2.091 4.624 -0.110
N -0.826 2.136 2.742 0.081
H 1.868 2.532 3.150 0.092
H 2.206 0.909 3.683 0.076
H 1.113 1.854 4.621 0.082
H 0.508 0.662 2.038 0.105
H -1.451 -0.083 3.346 0.080
H -0.649 0.369 4.769 0.129
H 0.279 -3.111 4.484 0.089
H -1.231 -2.218 4.549 0.080
H 0.110 -1.787 5.673 0.099
H -0.404 2.922 2.247 0.071
H -1.493 1.699 2.158 0.022
C -1.002 2.636 -5.111 -0.075
C -1.283 1.449 -5.906 -0.471
C -1.154 0.196 -4.962 -0.252
O 0.148 -0.066 -4.641 -0.219
C 0.322 -1.230 -3.750 -0.038
N -2.591 1.435 -6.451 0.048
H -1.768 2.769 -4.340 0.091
H -1.134 3.544 -5.691 0.087
H -0.059 2.543 -4.676 0.050
H -0.526 1.254 -6.676 0.146
H -1.567 -0.653 -5.500 0.113
H -1.804 0.358 -4.054 0.140
H 0.174 -0.882 -2.738 0.054
H 1.312 -1.651 -3.785 0.080
H -0.430 -2.052 -3.980 0.111
H -2.595 0.949 -7.354 0.093
H -2.829 2.366 -6.680 0.054
C 5.098 -1.411 0.318 -0.064
C 3.682 -1.892 0.479 -0.475
C 3.389 -2.104 1.961 -0.246
O 4.202 -3.144 2.418 -0.182
C 3.763 -3.672 3.712 -0.055
N 2.755 -0.917 0.019 0.067
H 5.296 -1.091 -0.706 0.072
H 5.851 -2.168 0.644 0.090
H 5.253 -0.514 0.960 0.091
H 3.541 -2.846 -0.059 0.142
H 2.323 -2.362 2.047 0.112
H 3.500 -1.129 2.467 0.128
H 3.069 -4.432 3.545 0.055
H 3.252 -2.880 4.284 0.090
H 4.623 -4.133 4.180 0.083
H 1.777 -1.220 -0.015 0.065
H 3.075 -0.530 -0.812 0.035
C -4.228 -0.430 2.652 -0.039
C -3.758 -0.458 1.164 -0.448
C -3.198 -1.784 0.853 -0.203
O -2.011 -2.013 1.658 -0.242
C -1.387 -3.189 1.213 -0.113
N -4.798 -0.018 0.215 0.029
H -3.320 -0.513 3.295 0.065
H -4.917 -1.260 2.791 0.077
H -4.772 0.492 2.862 0.075
H -2.969 0.343 1.042 0.127
H -2.949 -1.848 -0.240 0.140
H -3.914 -2.521 1.164 0.120
H -0.425 -3.187 1.768 0.090
H -1.108 -3.098 0.123 0.103
H -2.012 -4.050 1.472 0.096
H -4.464 0.865 -0.220 0.076
H -5.767 0.066 0.601 0.089
C 2.230 2.607 -0.669 -0.041
C 1.319 1.748 -1.569 -0.454
C -0.063 2.292 -1.888 -0.194
O -0.872 2.137 -0.713 -0.230
C -1.805 3.279 -0.635 -0.051
N 2.083 1.455 -2.764 0.048
H 2.365 3.604 -1.128 0.082
H 3.159 2.068 -0.445 0.078
H 1.727 2.850 0.258 0.058
H 1.066 0.811 -1.034 0.093
H -0.518 1.788 -2.675 0.069
H 0.108 3.362 -2.113 0.135
H -1.223 4.177 -0.532 0.083
H -2.471 3.156 0.239 0.086
H -2.452 3.265 -1.484 0.073
H 1.567 1.043 -3.567 0.057
H 2.616 2.316 -3.028 0.091
O -0.417 -0.656 -0.260 -0.067
H -0.791 0.270 -0.251 0.044
H -0.677 -0.978 0.597 -0.004



16
Properties=species:S:1:pos:R:3:lowdin_charge:R:1 method="wB97M-V/def2-TZVPD" lumo_energy_ev=-0.1 gap_ev=8.330 de_lowest_kcal_mol=24.4
C 0.633 1.735 0.257 -0.607
C -0.697 0.976 0.722 -0.484
C -1.380 0.194 -1.874 -0.393
C 2.214 -1.933 0.755 -0.190
P 1.965 1.108 -0.544 0.585
P -0.876 -0.616 -0.271 0.597
P 1.168 -0.882 -0.975 0.410
H 0.704 2.892 0.493 0.057
H -0.530 0.651 1.737 0.034
H -1.585 1.616 0.748 0.064
H -0.941 1.214 -1.852 0.027
H -2.374 0.326 -2.093 -0.013
H -0.824 -0.526 -2.538 -0.005
H 2.879 -2.567 0.303 -0.055
H 1.282 -2.345 1.129 -0.028
H 2.545 -0.914 1.201 0.001



22
Properties=species:S:1:pos:R:3:lowdin_charge:R:1 method="wB97M-V/def2-TZVPD" lumo_energy_ev="-0.8 / -0.8" gap_ev="7.177 / 7.180" de_lowest_kcal_mol=176.2
C 0.335 1.915 -1.419 0.104
C -1.563 0.599 -1.545 -0.596
C 0.361 0.291 0.166 -0.525
C 1.875 0.684 2.101 -0.060
C 2.076 -1.373 0.595 -0.005
C 1.067 -0.333 1.345 -0.643
N 0.802 1.270 -0.558 -0.005
N -3.894 -0.918 -1.577 -0.301
O -3.682 1.355 -2.905 -0.412
O 0.106 -0.907 2.195 -0.028
S -1.234 -0.348 -0.254 1.086
S -3.070 0.161 -2.271 0.537
H 0.464 2.665 -2.144 0.081
H 1.175 1.094 2.901 0.107
H 2.730 0.249 2.700 0.085
H 2.552 1.393 1.398 0.132
H 2.993 -0.840 0.158 0.111
H 1.403 -1.761 -0.143 0.051
H 2.345 -2.118 1.385 0.086
H -4.781 -0.499 -1.388 -0.008
H 0.310 -1.755 2.555 0.094
H -2.372 -0.821 -3.294 0.108



Going through the records in order, we get DFT total energy values of -100210.89801; -8964.40181; -43349.93319; -96130.75192; -14544.92567; -16550.26279; -46875.00533; -41396.30364; -32157.71934; -35121.34070 eV.